Entry 1:
Computed, not measured: a molecular structure, CH12B2CsO, with ωB97M-V with the def2-TZVPD basis set.

```
! RIJCOSX wB97M-V def2-TZVPD def2/J DEFGRID3
* xyz 0 2
Cs 0.096 -1.842 0.376
O 1.241 1.349 0.520
C 1.323 2.617 1.023
B 0.410 -3.059 -2.504
B -1.819 0.701 1.281
H 1.461 2.537 2.101
H 2.170 3.168 0.615
H 0.387 0.960 0.719
H -2.474 -0.156 1.241
H -2.343 1.550 1.691
H 0.024 -3.807 -1.829
H 0.396 3.161 0.839
H -0.964 0.373 1.852
H 0.366 -3.439 -3.512
H -0.190 -2.162 -2.474
H -1.521 0.946 0.274
H 1.437 -2.896 -2.214
*
```

- M (g/mol) = 194.64
- energy relative to the best compared isomer or geometry (same formula, charge and spin) (kcal per mole) = 5.2
- HOMO (alpha / beta) (eV) = -9.18 / -9.14


Entry 2:
Computed, not measured: a molecular structure, C40H25F19GeN4O9SSr, with ωB97M-V with the def2-TZVPD basis set.

```
! RIJCOSX wB97M-V def2-TZVPD def2/J DEFGRID3
* xyz -2 1
Sr -2.143 1.132 0.571
Ge 2.755 -1.343 1.724
S 0.696 -1.050 1.624
F -1.099 -3.363 -2.078
F 6.555 -4.516 -0.367
F 2.715 0.776 3.922
F 4.754 -1.065 4.459
F 2.056 -5.759 4.435
F 4.816 -2.641 6.586
F 5.514 -3.065 1.589
F -4.832 -0.971 -0.331
F -2.442 -5.569 -1.795
F -6.137 -3.248 -0.059
F 5.397 -4.570 -2.808
F 3.150 -3.146 -3.278
F 4.056 3.057 4.306
F 6.321 2.437 0.253
F 5.044 0.156 -0.159
F 2.048 -1.692 -1.348
F 5.851 3.893 2.474
F 1.925 -4.182 2.290
F 3.480 -4.988 6.601
O 1.010 6.666 -1.969
O -1.216 2.270 4.670
O -1.446 2.074 2.420
O -5.820 -0.179 2.595
O -2.252 -0.507 2.619
O -3.143 2.994 -0.155
O -1.195 6.829 -1.720
O -3.040 5.100 -0.898
O -4.266 1.127 1.648
N 1.083 4.070 -1.224
N -2.261 -0.782 -1.064
N -0.409 2.636 -0.533
N -2.387 1.110 -3.371
C -1.027 3.855 -0.753
C 4.766 0.810 0.979
C -2.328 -3.258 -1.524
C -2.826 -1.992 -1.079
C -1.820 0.172 3.822
C 3.258 -2.503 3.298
C -1.562 -0.097 -3.317
C -0.068 6.182 -1.659
C -3.038 -4.429 -1.396
C -4.563 0.109 2.237
C -1.106 -0.521 -1.921
C 5.441 2.001 1.159
C -1.467 1.661 3.628
C 4.841 -3.861 -1.827
C -4.736 1.949 -3.551
C 3.682 -2.353 0.242
C 3.405 -4.191 5.536
C -2.519 3.995 -0.574
C -4.320 -4.505 -0.882
C -0.095 4.768 -1.189
C -1.528 2.251 -5.465
C 4.846 -3.082 0.421
C -1.706 2.266 -3.941
C 4.280 2.321 3.218
C 5.198 2.751 2.286
C 0.863 2.801 -0.821
C 5.426 -3.832 -0.582
C 4.078 -2.992 5.526
C 3.854 0.325 1.900
C 2.621 -3.738 3.340
C 4.004 -2.179 4.413
C 2.678 -4.578 4.432
C -3.729 0.857 -3.883
C 3.614 1.133 3.005
C 3.695 -3.136 -2.060
C 1.916 1.750 -0.783
C -4.872 -3.290 -0.523
C -3.576 -0.977 2.624
C 3.137 -2.399 -1.034
C -4.183 -2.115 -0.640
H -0.909 -0.317 4.161
H -0.438 -1.370 -2.034
H -3.875 -1.420 3.575
H -0.670 0.020 -3.949
H -2.576 0.093 4.606
H -0.865 3.067 -5.773
H -2.484 2.385 -5.980
H -5.731 1.648 -3.893
H 1.955 4.503 -1.478
H -0.724 2.330 -3.468
H -4.490 2.901 -4.034
H -3.650 -1.750 1.855
H 2.887 2.176 -0.520
H -1.089 1.305 -5.799
H -2.129 -0.931 -3.739
H -6.375 0.499 2.193
H 1.641 0.987 -0.053
H -4.764 2.123 -2.478
H 2.007 1.265 -1.758
H -0.523 0.300 -1.484
H -2.243 3.175 -3.656
H -2.005 6.215 -1.417
H -4.065 -0.077 -3.432
H -4.843 -5.444 -0.764
H -3.721 0.696 -4.975
*
```

- M (g/mol) = 1258.92
- energy relative to the best compared isomer or geometry (same formula, charge and spin) (kcal per mole) = 0.0
- HOMO (eV) = -2.60


Entry 3:
Computed, not measured: C13H14 in the gas phase, with ωB97M-V with the def2-TZVPD basis set.

```
! RIJCOSX wB97M-V def2-TZVPD def2/J DEFGRID3
* xyz 0 1
C -1.416 0.147 -0.026
C -1.973 0.818 1.089
C -3.660 1.838 -0.254
C 1.864 0.173 -1.448
C -3.114 1.555 0.960
C 0.969 -0.553 0.834
C 2.937 -0.405 2.284
C 1.137 -0.851 -0.634
C -2.088 0.360 -1.255
C 1.660 -2.255 -1.005
C 1.603 -0.491 2.112
C -0.139 -0.507 0.185
C -3.160 1.192 -1.366
H 3.593 -0.296 1.434
H 2.709 -2.251 -0.598
H -4.438 2.478 -0.229
H 2.015 1.256 -1.184
H 3.470 -0.446 3.212
H 1.032 -3.062 -0.536
H 2.961 -0.286 -1.354
H 1.453 0.170 -2.407
H 1.120 -0.363 3.069
H -3.452 2.148 1.776
H -1.633 0.687 2.028
H -1.650 0.084 -2.198
H 1.793 -2.519 -2.169
H -3.592 1.378 -2.317
*
```

- M (g/mol) = 170.26
- SMILES string = C=CC1=C(c2ccccc2)C1(C)C
- energy relative to the best compared isomer or geometry (same formula, charge and spin) (kcal per mole) = 53.8
- HOMO (eV) = -7.97